This record from the OMol25 dataset describes a cluster of 13 separate species, C52H78O39 in total in a non-equilibrium geometry. The level of theory is ωB97M-V/def2-TZVPD.

Structure (XYZ):
```
169
Properties=species:S:1:pos:R:3:forces:R:3
C -6.086180 -11.199760 6.374670 0.4 1.2 0.2
C -5.946470 -11.490700 4.910280 -0.7 0.3 -0.3
C -5.229120 -10.538540 3.951900 -0.5 -0.6 0.2
O -3.970830 -11.186300 3.768520 2.0 -0.1 -0.1
C -3.886880 -12.407640 4.365040 1.0 -1.4 1.6
O -2.889260 -13.168890 4.517770 -4.6 3.4 -1.2
O -5.135200 -12.614430 4.914690 2.4 -2.7 -0.9
H -6.733370 -10.337480 6.535020 -0.5 -0.4 0.3
H -5.129580 -10.904740 6.805930 0.3 0.0 -0.2
H -6.324910 -12.137700 6.876050 -0.6 0.3 0.1
H -6.903230 -11.733960 4.448190 -0.1 -0.3 0.2
H -5.174520 -9.531270 4.364860 0.6 0.0 -0.1
H -5.722510 -10.533080 2.979970 0.0 0.2 0.1
C -1.828490 -8.590270 -3.961290 -1.1 1.2 0.5
C -0.581940 -9.391470 -3.879540 1.4 0.5 1.2
C 0.518990 -9.051460 -2.765910 0.3 -0.8 -2.0
O 0.540340 -10.246980 -1.938870 0.1 0.8 -0.3
C -0.405830 -11.110860 -2.356540 -2.6 0.1 4.0
O -0.883880 -11.974570 -1.602690 1.9 1.3 -2.8
O -1.034250 -10.614840 -3.412800 -0.7 -3.1 -0.2
H -2.295720 -8.353270 -3.005450 0.6 -0.3 0.6
H -2.608050 -9.217740 -4.393350 0.1 0.3 -0.9
H -1.729260 -7.581410 -4.361830 0.2 -0.3 -0.7
H -0.133350 -9.607160 -4.849260 0.2 0.5 -0.1
H 0.391450 -8.081060 -2.286170 -0.6 -0.6 0.7
H 1.502930 -9.017920 -3.233730 0.0 0.1 -0.1
C -4.980440 -9.086850 -1.711540 -1.9 0.1 1.0
C -4.146310 -8.276150 -0.662410 -1.8 -0.4 -1.9
C -4.673920 -8.081160 0.755590 -1.8 2.3 -0.7
O -3.506810 -8.152360 1.591960 0.0 -0.6 -1.9
C -2.587640 -8.811340 0.792980 -0.4 0.2 1.5
O -1.488970 -9.054060 1.174750 0.3 -0.3 -0.3
O -3.151890 -9.143310 -0.378900 4.4 -2.5 0.8
H -4.519600 -9.705180 -2.481860 1.0 0.3 0.4
H -5.800760 -8.642800 -2.275470 0.2 1.0 0.2
H -5.555210 -9.752870 -1.067990 0.1 -0.6 0.0
H -3.628090 -7.412020 -1.078130 -0.7 0.6 0.1
H -5.501370 -8.712890 1.078620 0.4 -0.5 -0.1
H -5.087040 -7.073550 0.709130 0.0 0.2 1.0
C -5.136640 -0.891960 3.514590 -0.3 -0.3 0.9
C -4.677940 -1.984500 2.559210 -0.8 1.7 -2.0
C -3.336620 -2.581940 2.828310 0.3 -1.8 0.8
O -3.642920 -4.007170 2.867430 0.4 0.7 -0.7
C -4.978790 -4.215650 2.646630 1.4 -1.6 3.8
O -5.436610 -5.281680 2.952430 -0.5 0.1 -1.6
O -5.613880 -3.082790 2.545720 -0.7 1.0 -0.3
H -4.910310 0.158760 3.333290 0.2 -0.2 -1.0
H -4.696940 -1.023390 4.503270 -0.1 -0.5 0.2
H -6.218240 -0.981140 3.616010 0.0 0.1 0.0
H -4.744220 -1.653300 1.522870 0.2 0.5 0.0
H -3.023930 -2.236850 3.813820 0.4 -0.4 0.1
H -2.513640 -2.498430 2.118500 -0.4 0.6 -0.1
C -9.106550 -10.033670 -3.102650 0.8 1.3 -0.6
C -8.831360 -11.500920 -2.812500 2.9 4.0 -0.9
C -8.696210 -11.866100 -1.378920 -0.6 0.5 -0.3
O -9.312640 -13.124820 -1.467130 -1.0 -1.3 2.0
C -10.200010 -13.172980 -2.478600 1.5 -2.1 -2.4
O -10.878350 -14.129360 -2.747140 -0.1 1.6 0.9
O -9.844100 -12.192290 -3.385880 -2.8 -2.2 0.7
H -8.485550 -9.279120 -2.619830 0.0 -0.4 1.2
H -10.154790 -9.756000 -2.992300 0.0 -0.2 0.3
H -8.795440 -9.710820 -4.096170 -0.4 -0.8 -0.6
H -7.869800 -11.789070 -3.237320 -0.1 0.0 -0.7
H -9.251980 -11.173260 -0.747110 0.0 -0.2 0.4
H -7.643290 -11.922890 -1.102780 -0.3 -0.2 0.3
C 1.448220 -7.346440 2.107990 0.3 0.0 -0.6
C 1.656090 -7.841990 0.661910 -1.0 0.7 -0.2
C 1.990980 -6.741530 -0.364510 -1.2 0.8 0.9
O 3.326950 -6.923950 -0.721990 -0.7 2.2 -1.6
C 3.808910 -7.901650 -0.059660 3.3 -3.2 0.9
O 5.002240 -8.151170 -0.067700 -2.2 -0.2 0.5
O 2.801850 -8.630030 0.514670 2.0 -0.8 0.7
H 0.511200 -6.827330 2.309540 -0.4 -0.4 -0.5
H 2.181860 -6.572980 2.335200 0.5 -0.3 0.2
H 1.523120 -8.209420 2.769620 0.1 0.2 0.2
H 0.809190 -8.438750 0.323170 -0.1 0.0 0.1
H 2.003810 -5.798440 0.181850 -0.8 0.4 -0.6
H 1.364510 -6.831360 -1.251960 0.0 0.7 0.1
C -3.824890 -7.062010 6.829730 0.0 -0.6 -0.6
C -2.569250 -7.384120 5.940600 0.0 1.9 0.8
C -2.538600 -7.047860 4.430540 -1.6 -0.9 1.5
O -1.271170 -6.397300 4.255520 -0.5 -1.2 -3.4
C -0.708470 -6.122860 5.382150 1.8 1.9 3.1
O 0.357640 -5.557980 5.618330 -2.3 -1.3 -1.3
O -1.586020 -6.423330 6.351930 0.8 -0.1 1.9
H -4.213850 -7.958340 7.312860 0.0 -0.2 -0.2
H -4.656520 -6.617420 6.283080 0.1 0.0 -0.3
H -3.596770 -6.384500 7.652550 0.5 0.0 -0.3
H -2.165130 -8.367720 6.180020 -0.1 -0.1 -0.2
H -3.371450 -6.388050 4.187410 0.3 0.3 -0.3
H -2.727100 -8.008070 3.950360 1.0 0.4 -0.9
C 1.301580 -12.792410 2.332110 -0.3 0.7 0.5
C 0.631980 -11.451800 2.813720 -0.8 -1.9 -3.6
C -0.559160 -11.553900 3.693770 0.7 -1.6 1.0
O 0.021870 -11.145490 4.913850 -0.4 1.0 2.7
C 1.232440 -10.577570 4.756570 -0.4 2.2 3.0
O 1.847770 -9.928360 5.603800 -1.3 -2.0 -1.9
O 1.530580 -10.696240 3.506900 3.3 1.1 -1.0
H 0.761090 -13.390410 1.598370 -0.3 0.8 -0.5
H 1.421820 -13.557180 3.099430 0.3 0.5 0.7
H 2.267620 -12.459700 1.952400 0.1 -0.5 -0.2
H 0.351480 -10.860940 1.941770 0.2 -0.2 -0.3
H -0.737750 -12.601240 3.937220 -1.0 0.2 -0.8
H -1.420570 -10.956290 3.395530 0.0 -0.1 0.2
C -4.525560 -6.342720 -4.095090 2.3 0.3 -0.7
C -4.831190 -4.859620 -4.298060 0.8 -1.9 2.1
C -4.876550 -4.434190 -5.666460 2.9 -1.5 -3.9
O -5.840630 -3.511270 -5.746600 -1.8 4.0 -1.3
C -6.641320 -3.617510 -4.720380 -3.4 0.4 1.4
O -7.665220 -2.977230 -4.495040 2.9 -1.7 -0.5
O -6.165670 -4.684710 -4.018510 -3.4 0.8 2.1
H -3.444450 -6.462180 -4.166030 0.4 0.4 0.4
H -4.736130 -6.914600 -4.998810 -1.2 -0.2 0.3
H -4.750320 -6.825290 -3.143930 -0.7 0.4 -0.3
H -4.290230 -4.173920 -3.645920 0.6 -0.2 0.1
H -5.225210 -5.262730 -6.282930 0.3 -0.4 -0.2
H -4.000400 -3.998700 -6.146890 0.3 -0.3 0.3
C -4.334270 -13.971390 -2.040830 -0.9 -0.5 -1.1
C -4.191880 -13.774750 -0.609340 2.5 0.4 1.1
C -3.630370 -12.393640 -0.176720 -0.2 -0.9 -0.8
O -4.642460 -11.991080 0.715520 -1.4 1.2 1.4
C -5.650110 -12.907790 0.860320 -0.9 0.4 2.2
O -6.592990 -12.881110 1.662240 2.5 0.8 -2.1
O -5.418050 -13.919140 0.066220 -0.6 -0.9 -0.4
H -4.618950 -15.016330 -2.163960 0.3 -0.1 -0.6
H -3.406140 -13.703480 -2.545700 -0.1 -0.2 -0.2
H -5.184700 -13.395460 -2.405750 0.2 0.3 -0.3
H -3.499600 -14.519790 -0.217230 -0.2 -0.3 0.2
H -3.470790 -11.719300 -1.018090 -0.7 0.3 0.0
H -2.638330 -12.404720 0.274750 -0.3 -0.4 0.5
C -6.432310 -11.768900 -8.817460 -2.1 -0.1 0.8
C -5.406970 -11.800240 -7.755840 1.1 -2.3 0.3
C -4.596800 -10.567870 -7.518010 1.4 -0.1 -0.8
O -4.893790 -10.172110 -6.223900 -0.9 0.7 0.8
C -5.785920 -11.016130 -5.658040 -0.6 1.2 2.5
O -6.280510 -10.709050 -4.574300 0.9 -1.6 -2.5
O -5.955800 -12.122060 -6.407340 -0.2 1.3 -0.6
H -6.907730 -12.749490 -8.840160 0.2 -0.1 -0.4
H -6.107250 -11.487490 -9.819080 0.2 0.1 0.3
H -7.231580 -11.145540 -8.416590 -0.2 0.6 -0.6
H -4.803100 -12.673180 -8.003650 0.5 0.1 0.4
H -4.801870 -9.816050 -8.280110 -0.2 0.3 0.3
H -3.524150 -10.761430 -7.510840 0.1 -0.1 -0.4
C 0.429780 -3.136070 0.589990 -1.0 0.2 -0.6
C -0.829120 -3.528380 -0.247850 3.1 2.6 3.0
C -0.673460 -3.242000 -1.706270 -1.3 2.2 0.3
O -0.885820 -4.468710 -2.260570 -0.1 -1.5 -2.3
C -1.224790 -5.357820 -1.341770 -1.8 -2.7 -0.7
O -1.779130 -6.413200 -1.621800 1.6 1.7 0.8
O -0.948230 -4.900490 -0.125900 -1.0 -1.3 -0.1
H 0.400370 -2.087310 0.885540 0.0 0.1 -0.2
H 1.269680 -3.295920 -0.086110 0.4 -0.2 0.6
H 0.445030 -3.713130 1.514580 0.3 -0.2 -0.2
H -1.672620 -2.959670 0.143540 -0.4 -0.7 0.1
H 0.190300 -2.720760 -2.118980 0.3 -0.4 0.4
H -1.546830 -2.605840 -1.849820 0.1 0.2 -1.1
C -10.630990 -10.943180 3.710050 1.8 0.2 -0.6
C -9.860680 -10.710450 2.345790 -1.4 -2.2 3.3
C -10.830050 -10.176010 1.431040 -2.7 0.4 -3.1
O -10.047850 -9.249200 0.685640 -4.0 0.5 -2.7
C -8.911330 -9.099420 1.196670 5.1 2.3 -0.8
O -7.981850 -8.477560 0.670370 -1.8 -1.2 1.5
O -8.858910 -9.739390 2.351440 1.7 -0.5 1.7
H -11.087420 -10.003240 4.020340 -0.6 -0.2 -0.3
H -10.027400 -11.220660 4.574210 0.4 -0.3 -0.3
H -11.268100 -11.798010 3.483200 -0.6 0.4 0.3
H -9.572140 -11.681000 1.942200 1.0 0.0 0.3
H -11.799900 -9.812300 1.770480 0.5 1.2 0.8
H -11.246320 -10.856990 0.688680 0.6 -0.7 -0.1
```
Forces are in eV/Å.

Properties
LUMO   -0.47 eV
Multiplicity   1
Energy above the lowest of the compared OMol25 structures with the same formula, charge and spin   10.146 eV
DFT total energy   -4962.52113 a.u.
E_HOMO   -9.952 eV
Orbital gap   9.48 eV
Strongest force on any atom   5.804 eV/Å